{
  "formula": "C40H104ClN10O20",
  "method": "ωB97M-V/def2-TZVPD",
  "charge": -1,
  "lumo_ev": 2.12,
  "orbital_gap_ev": 8.30,
  "max_force_ev_per_a": 6.8,
  "symbols": ["Cl", "O", "O", "O", "O", "C", "O", "N", "N", "H", "H", "H", "H", "C", "O", "N", "N", "H", "H", "H", "H", "C", "O", "C", "C", "N", "C", "C", "O", "C", "H", "H", "H", "H", "H", "H", "H", "H", "H", "H", "H", "H", "H", "H", "H", "C", "O", "C", "C", "N", "C", "C", "O", "C", "H", "H", "H", "H", "H", "H", "H", "H", "H", "H", "H", "H", "H", "H", "H", "C", "O", "C", "C", "N", "C", "C", "O", "C", "H", "H", "H", "H", "H", "H", "H", "H", "H", "H", "H", "H", "H", "H", "H", "C", "O", "C", "C", "N", "C", "C", "O", "C", "H", "H", "H", "H", "H", "H", "H", "H", "H", "H", "H", "H", "H", "H", "H", "C", "O", "C", "C", "N", "C", "C", "O", "C", "H", "H", "H", "H", "H", "H", "H", "H", "H", "H", "H", "H", "H", "H", "H", "C", "O", "C", "C", "N", "C", "C", "O", "C", "H", "H", "H", "H", "H", "H", "H", "H", "H", "H", "H", "H", "H", "H", "H", "C", "C", "O", "O", "H", "H", "H", "H", "H", "H"],
  "positions_angstrom": [[0.19, -0.44, -0.03], [-0.80, -1.46, 0.22], [1.41, -1.17, 0.00], [-0.04, 0.11, -1.33], [0.16, 0.66, 0.88], [1.83, 2.03, -4.18], [2.28, 3.09, -4.63], [0.62, 1.85, -3.89], [2.62, 1.08, -3.79], [-0.10, 2.54, -4.04], [0.50, 1.05, -3.28], [2.24, 0.20, -3.45], [3.61, 1.28, -3.72], [0.87, -2.11, -4.54], [2.04, -2.14, -4.10], [-0.07, -1.47, -3.89], [0.51, -2.86, -5.53], [0.06, -1.23, -2.92], [-0.95, -1.25, -4.33], [1.17, -3.53, -5.89], [-0.43, -2.82, -5.90], [-0.22, -5.28, -0.43], [1.01, -5.72, -1.11], [1.21, -4.89, -2.25], [2.36, -5.42, -3.10], [3.57, -5.62, -2.32], [4.48, -6.57, -2.96], [5.54, -5.97, -3.92], [6.39, -5.00, -3.31], [7.45, -4.60, -4.23], [-1.08, -5.52, -1.06], [-0.19, -4.25, -0.09], [-0.38, -5.84, 0.49], [1.41, -3.87, -1.93], [0.30, -4.81, -2.84], [2.57, -4.70, -3.89], [1.97, -6.35, -3.53], [4.03, -4.74, -2.49], [3.96, -7.29, -3.59], [5.04, -7.18, -2.25], [5.12, -5.52, -4.82], [6.03, -6.85, -4.35], [7.01, -4.29, -5.18], [8.11, -5.46, -4.32], [7.98, -3.72, -3.87], [0.03, 2.82, 5.62], [1.03, 2.98, 4.54], [0.48, 3.16, 3.25], [1.49, 3.28, 2.18], [2.47, 4.31, 2.37], [1.96, 5.72, 2.27], [1.58, 6.35, 3.74], [2.72, 5.96, 4.52], [2.72, 6.30, 5.91], [0.68, 2.60, 6.48], [-0.66, 2.00, 5.43], [-0.44, 3.78, 5.81], [-0.17, 4.04, 3.30], [-0.29, 2.43, 3.00], [0.99, 3.44, 1.22], [1.93, 2.29, 2.12], [2.49, 4.19, 3.38], [1.10, 5.76, 1.60], [2.68, 6.46, 1.92], [0.67, 5.96, 4.19], [1.52, 7.44, 3.75], [1.80, 6.07, 6.45], [2.94, 7.37, 5.95], [3.47, 5.75, 6.48], [-0.64, -3.78, 4.21], [0.39, -3.07, 3.58], [0.39, -1.72, 3.95], [1.79, -1.15, 3.70], [2.60, -1.62, 4.87], [3.92, -1.11, 4.65], [4.96, -1.34, 5.82], [5.02, -2.72, 6.15], [5.76, -3.53, 5.21], [-1.65, -3.36, 4.24], [-0.30, -4.03, 5.21], [-0.82, -4.77, 3.79], [0.04, -1.38, 4.92], [-0.21, -1.25, 3.17], [1.79, -0.06, 3.67], [2.29, -1.35, 2.75], [2.61, -2.63, 4.75], [3.78, -0.08, 4.32], [4.36, -1.67, 3.82], [4.55, -0.75, 6.64], [5.87, -0.82, 5.51], [5.64, -4.60, 5.43], [6.83, -3.43, 5.38], [5.39, -3.46, 4.19], [-5.75, -4.67, -3.39], [-5.24, -3.34, -3.13], [-4.01, -3.38, -2.51], [-3.48, -1.92, -2.31], [-3.52, -1.12, -3.52], [-3.29, 0.31, -3.22], [-3.06, 1.08, -4.52], [-4.29, 0.99, -5.19], [-4.37, 1.88, -6.28], [-6.71, -4.51, -3.89], [-5.89, -5.17, -2.43], [-5.04, -5.22, -4.00], [-3.27, -3.84, -3.17], [-4.12, -3.87, -1.54], [-2.44, -1.97, -2.00], [-3.95, -1.37, -1.50], [-4.31, -1.42, -4.07], [-2.60, 0.46, -2.39], [-4.25, 0.78, -3.01], [-2.30, 0.60, -5.14], [-2.72, 2.09, -4.30], [-3.46, 1.95, -6.87], [-4.58, 2.88, -5.90], [-5.22, 1.45, -6.81], [-4.40, 4.71, -0.26], [-3.01, 4.58, 0.03], [-2.40, 3.76, -1.01], [-0.95, 3.62, -0.65], [-0.16, 4.88, -0.45], [0.09, 5.64, -1.64], [0.87, 7.00, -1.45], [2.19, 6.86, -0.94], [2.84, 8.10, -0.78], [-4.58, 5.32, -1.14], [-4.82, 5.29, 0.56], [-4.90, 3.75, -0.34], [-2.56, 4.29, -1.95], [-2.81, 2.77, -1.16], [-0.40, 2.92, -1.27], [-0.99, 3.14, 0.33], [-0.76, 5.54, 0.02], [-0.82, 5.92, -2.16], [0.61, 5.04, -2.38], [0.33, 7.82, -0.97], [0.89, 7.35, -2.48], [2.33, 8.71, -0.04], [3.05, 8.77, -1.61], [3.83, 7.97, -0.33], [-2.61, -0.09, 4.92], [-3.36, 0.53, 3.84], [-2.87, 0.16, 2.54], [-3.83, 0.75, 1.49], [-5.17, 0.14, 1.53], [-6.15, 0.90, 0.77], [-5.83, 0.94, -0.77], [-6.91, 1.59, -1.39], [-6.64, 2.26, -2.64], [-2.84, -1.15, 4.96], [-2.87, 0.41, 5.85], [-1.55, 0.18, 4.82], [-2.98, -0.92, 2.50], [-1.80, 0.36, 2.54], [-3.34, 0.57, 0.53], [-3.99, 1.83, 1.49], [-5.30, 0.09, 2.53], [-6.14, 1.92, 1.16], [-7.20, 0.63, 0.88], [-5.70, -0.06, -1.17], [-4.84, 1.39, -0.88], [-6.49, 1.43, -3.34], [-5.78, 2.91, -2.77], [-7.56, 2.80, -2.87], [2.90, -3.92, 1.49], [2.46, -5.13, 2.33], [2.08, -6.16, 1.47], [3.59, -4.26, 0.27], [3.43, -3.18, 2.08], [1.98, -3.39, 1.21], [1.69, -5.09, 3.10], [3.34, -5.32, 2.94], [1.72, -6.85, 2.04], [4.04, -3.47, -0.03]],
  "lowdin_charge": [0.617, -0.361, -0.337, -0.388, -0.340, -0.807, -0.032, 0.191, 0.189, 0.119, 0.065, 0.083, 0.125, -0.743, -0.019, 0.195, 0.176, 0.074, 0.085, 0.119, 0.113, -0.078, -0.185, -0.235, -0.209, -0.022, -0.191, -0.249, -0.191, -0.081, 0.072, 0.078, 0.067, 0.113, 0.106, 0.096, 0.113, 0.096, 0.105, 0.109, 0.110, 0.108, 0.078, 0.081, 0.081, -0.043, -0.196, -0.255, -0.241, -0.018, -0.124, -0.163, -0.234, -0.099, 0.085, 0.061, 0.079, 0.111, 0.109, 0.094, 0.115, 0.063, 0.084, 0.091, 0.093, 0.103, 0.076, 0.079, 0.082, -0.120, -0.178, -0.225, -0.173, -0.041, -0.230, -0.198, -0.187, -0.092, 0.078, 0.089, 0.080, 0.117, 0.100, 0.109, 0.102, 0.096, 0.119, 0.086, 0.110, 0.111, 0.079, 0.083, 0.074, -0.076, -0.209, -0.228, -0.193, -0.044, -0.178, -0.247, -0.203, -0.104, 0.086, 0.082, 0.083, 0.118, 0.125, 0.097, 0.097, 0.104, 0.115, 0.081, 0.112, 0.114, 0.088, 0.084, 0.093, -0.105, -0.180, -0.214, -0.172, -0.043, -0.203, -0.201, -0.166, -0.144, 0.083, 0.088, 0.065, 0.109, 0.103, 0.112, 0.101, 0.097, 0.103, 0.119, 0.112, 0.109, 0.078, 0.080, 0.084, -0.083, -0.216, -0.190, -0.185, -0.057, -0.189, -0.237, -0.187, -0.080, 0.084, 0.083, 0.048, 0.120, 0.090, 0.101, 0.111, 0.096, 0.101, 0.114, 0.113, 0.078, 0.078, 0.077, 0.086, -0.211, -0.247, -0.048, -0.054, 0.095, 0.090, 0.100, 0.097, 0.087, 0.084]
}